Record 1
ORCA calculation (ωB97M-V with the def2-TZVPD basis set) on 9 unconnected molecules or ions with the total composition C30H70O13S8 at a distorted geometry.

Calculated values
**Molecular weight**: 895.41 g/mol
**E_LUMO**: -0.00281 Eh
**Charge**: 0
**E**: -145536.850 eV
**HOMO-LUMO gap**: 0.297 hartree

CARTESIAN COORDINATES (ANGSTROEM)
C (-1.537150, -1.690974, -7.342796)
C (-0.584813, -2.881796, -7.255493)
C (0.858304, -2.486245, -7.526308)
O (1.388856, -1.706628, -6.460536)
C (2.081400, -0.536654, -6.861962)
C (3.340248, -0.378482, -6.057774)
C (3.620503, -0.292590, -4.747080)
C (2.654031, -0.104788, -3.613338)
C (1.654625, -1.222017, -3.259147)
C (0.279944, -0.641033, -2.925020)
C (-0.408135, 0.103173, -4.084665)
C (-0.462345, 1.634822, -3.936560)
O (0.273527, 2.308378, -4.955070)
C (-0.467242, 2.609307, -6.119355)
C (5.127142, -0.507552, -4.656971)
O (5.736489, -1.005835, -3.762000)
O (5.641843, -0.404547, -5.932254)
C (4.601648, -0.081981, -6.770821)
O (4.742225, 0.546218, -7.775529)
H (-1.334845, -0.984920, -6.537050)
H (-1.363774, -1.162454, -8.286744)
H (-2.585955, -1.993895, -7.327703)
H (-0.872041, -3.595781, -8.034237)
H (-0.667735, -3.401460, -6.299790)
H (0.868982, -1.947922, -8.477148)
H (1.453539, -3.402160, -7.604986)
H (2.406628, -0.662639, -7.896453)
H (1.448481, 0.352585, -6.786795)
H (2.177396, 0.857631, -3.824815)
H (3.239957, 0.122194, -2.717923)
H (1.999001, -1.670672, -2.323924)
H (1.630224, -2.004864, -4.012458)
H (-0.367303, -1.413927, -2.529564)
H (0.441277, 0.074590, -2.115310)
H (0.133668, -0.086936, -5.010409)
H (-1.420939, -0.276741, -4.227507)
H (-0.002113, 1.936841, -2.993239)
H (-1.490279, 2.008092, -3.912717)
H (-0.284426, 3.648441, -6.401739)
H (-1.542001, 2.482039, -5.975424)
H (-0.144745, 1.977889, -6.954133)
C (-1.136197, -1.056421, 2.293578)
S (0.110721, -1.148070, 1.010109)
O (-0.568934, -1.608829, -0.236790)
C (0.987934, -2.563049, 1.676768)
H (-1.819581, -0.249748, 2.040845)
H (-1.683842, -1.994792, 2.345074)
H (-0.663824, -0.844272, 3.251318)
H (0.307376, -3.410012, 1.763994)
H (1.404163, -2.311004, 2.651587)
H (1.796963, -2.812335, 0.993833)
C (-5.588278, -1.934933, 5.018057)
S (-3.833965, -2.109573, 5.375313)
O (-3.116006, -1.187683, 4.453157)
C (-3.653455, -3.765800, 4.719966)
H (-5.892502, -0.936166, 5.324040)
H (-5.759275, -2.061428, 3.948808)
H (-6.147030, -2.678853, 5.585974)
H (-3.956939, -3.777655, 3.672382)
H (-4.263266, -4.453140, 5.305812)
H (-2.603158, -4.035213, 4.815594)
C (-5.367145, -1.966257, -10.406180)
S (-5.327409, -1.483561, -8.676192)
O (-4.538409, -2.518578, -7.958535)
C (-7.059892, -1.822792, -8.343282)
H (-4.357619, -1.869845, -10.799750)
H (-5.698587, -3.001321, -10.487738)
H (-6.038377, -1.303159, -10.951904)
H (-7.275011, -2.867544, -8.566756)
H (-7.680929, -1.163785, -8.950017)
H (-7.238907, -1.626496, -7.288537)
C (5.053519, 2.714194, -2.368983)
S (4.215900, 3.433924, -0.955734)
O (2.775236, 3.526486, -1.302659)
C (4.905179, 5.083862, -1.138909)
H (4.719865, 1.686120, -2.488217)
H (4.803547, 3.270100, -3.273980)
H (6.130740, 2.730592, -2.201626)
H (4.651113, 5.477003, -2.123313)
H (5.986853, 5.041917, -1.009898)
H (4.467624, 5.711484, -0.365823)
C (-1.803700, -1.286530, 8.330518)
S (-0.481703, -2.024713, 7.377060)
O (-0.986331, -3.321447, 6.835636)
C (0.554664, -2.399305, 8.795023)
H (-2.595687, -1.003159, 7.642846)
H (-2.184806, -2.010631, 9.052163)
H (-1.425025, -0.398457, 8.836822)
H (0.011450, -3.049280, 9.481169)
H (0.832308, -1.467184, 9.286768)
H (1.446913, -2.906466, 8.433412)
C (-2.417749, 3.747673, 8.474239)
S (-0.962598, 3.183233, 9.361732)
O (-1.048703, 1.697478, 9.416670)
C (-1.469697, 3.802705, 10.967312)
H (-2.322370, 3.424824, 7.439454)
H (-3.310466, 3.307310, 8.918678)
H (-2.460896, 4.835677, 8.519744)
H (-2.426287, 3.358748, 11.243702)
H (-1.545140, 4.889182, 10.921700)
H (-0.707248, 3.518451, 11.688953)
C (4.942274, -6.581403, 2.376577)
S (4.920463, -4.784527, 2.343542)
O (3.747188, -4.348713, 3.143888)
C (4.461819, -4.636887, 0.611629)
H (5.168881, -6.891476, 3.394255)
H (3.964335, -6.962706, 2.082875)
H (5.715680, -6.946263, 1.700691)
H (3.517530, -5.154006, 0.439465)
H (5.250034, -5.061104, -0.010072)
H (4.350475, -3.578283, 0.385875)
C (0.742454, 8.750929, 6.797211)
S (-0.520426, 8.412666, 8.028933)
O (0.028978, 7.377857, 8.943664)
C (-1.649762, 7.575738, 6.907651)
H (1.572684, 9.241438, 7.300342)
H (1.079641, 7.813813, 6.354548)
H (0.334131, 9.412033, 6.032929)
H (-1.146804, 6.720826, 6.454931)
H (-1.983272, 8.273903, 6.140218)
H (-2.505530, 7.237985, 7.488608)

Forces on the atoms, in the same order (eV/Å):
C 0.18 0.03 0.08
C -0.19 0.23 -0.30
C -0.45 -0.60 0.26
O -0.05 0.34 0.00
C 0.19 -0.25 0.04
C -0.01 0.26 0.00
C -0.30 -0.32 -0.39
C 0.93 0.38 0.30
C -0.05 0.17 0.45
C 0.04 0.31 -0.44
C 0.00 0.17 -0.06
C 0.30 -0.09 0.16
O -0.29 0.19 0.08
C 0.23 0.01 -0.13
C -1.14 -1.44 -0.12
O 0.15 0.84 0.09
O 0.87 0.48 0.24
C -0.28 0.66 0.21
O 0.15 -0.72 -0.22
H -0.10 0.02 0.02
H -0.04 0.01 -0.02
H 0.25 0.05 0.15
H 0.09 -0.12 0.06
H 0.03 0.05 0.06
H 0.27 0.10 0.01
H 0.18 0.12 -0.17
H -0.08 0.30 -0.09
H -0.07 0.01 0.03
H -0.38 -0.19 -0.16
H 0.04 -0.16 0.00
H 0.13 -0.25 -0.16
H -0.15 0.10 -0.18
H 0.04 -0.08 0.08
H -0.16 -0.12 0.18
H -0.08 -0.14 -0.09
H 0.02 -0.09 0.00
H 0.05 0.01 -0.03
H -0.04 0.00 -0.10
H 0.04 0.00 0.03
H -0.02 -0.07 0.05
H -0.12 -0.06 -0.02
C 0.06 -0.02 -0.03
S 0.03 0.05 -0.01
O -0.05 -0.11 0.22
C 0.01 -0.07 0.10
H 0.00 0.01 -0.01
H 0.01 -0.02 -0.02
H -0.01 0.00 0.01
H -0.04 0.03 -0.02
H 0.03 -0.02 -0.01
H 0.00 0.05 -0.02
C -0.06 -0.04 -0.10
S -0.05 -0.05 0.15
O -0.05 0.04 0.00
C 0.06 -0.09 -0.12
H 0.04 0.01 0.01
H 0.04 0.00 0.00
H 0.01 0.00 0.02
H -0.01 0.05 0.01
H 0.01 0.01 0.03
H 0.01 0.05 0.09
C -0.04 -0.04 -0.09
S 0.02 0.06 0.01
O -0.24 -0.11 -0.08
C -0.09 -0.03 -0.02
H 0.02 0.02 0.04
H 0.01 0.00 0.04
H 0.01 0.02 0.00
H 0.04 -0.01 0.00
H 0.01 0.02 0.01
H 0.04 0.01 0.01
C 0.14 0.04 -0.29
S -0.06 -0.10 0.11
O -0.02 0.02 -0.05
C 0.08 0.06 -0.09
H 0.00 -0.02 0.17
H -0.05 0.08 0.06
H -0.01 -0.03 0.03
H -0.03 -0.03 0.00
H 0.00 -0.01 0.02
H -0.03 -0.04 0.02
C -0.07 0.08 0.14
S -0.04 0.12 -0.07
O -0.06 -0.03 0.05
C 0.09 -0.12 0.04
H 0.03 0.00 -0.05
H 0.04 -0.07 -0.05
H 0.00 0.02 -0.05
H -0.03 0.00 -0.03
H -0.02 0.02 -0.03
H -0.01 0.00 -0.03
C -0.10 0.05 -0.03
S 0.13 0.09 -0.08
O -0.06 -0.05 0.09
C -0.08 0.04 0.08
H 0.04 -0.02 0.01
H 0.03 -0.03 0.02
H 0.03 0.00 0.00
H 0.01 -0.03 -0.03
H 0.05 0.00 -0.02
H 0.03 -0.01 -0.03
C -0.03 -0.09 -0.03
S 0.07 0.05 0.00
O -0.06 -0.01 -0.04
C -0.04 -0.03 -0.07
H 0.00 0.04 0.02
H -0.02 0.04 0.01
H 0.01 0.01 0.01
H -0.01 0.00 0.04
H 0.01 0.02 0.00
H 0.03 0.01 0.03
C 0.06 -0.01 -0.08
S -0.03 0.07 0.01
O -0.06 -0.10 -0.01
C -0.01 -0.05 -0.08
H -0.02 0.00 0.04
H -0.02 -0.02 0.04
H -0.01 0.01 0.02
H 0.03 0.01 0.03
H -0.01 0.01 0.01
H 0.00 0.04 0.03


Record 2
ORCA calculation (ωB97M-V with the def2-TZVPD basis set) on a molecular structure, C24H57CdF6N3O16PS4 at a distorted geometry.

Calculated values
**Molecular weight**: 1029.37 g/mol
**E_LUMO**: -0.06397 Eh
**Charge**: -1
**E**: -136538.595 eV
**HOMO-LUMO gap**: 0.132 hartree

CARTESIAN COORDINATES (ANGSTROEM)
Cd (-0.801433, 0.605566, -4.540428)
S (-0.248647, 3.811590, -6.215803)
O (0.458098, 3.096119, -5.133995)
O (0.540940, 4.245287, -7.379281)
O (-1.157935, 2.715640, -6.457749)
O (-0.859372, 5.087846, -5.855500)
P (1.990981, 0.575808, -0.372660)
F (3.046946, 1.236913, -1.443473)
F (2.414547, -0.962965, -0.767069)
F (3.073083, 0.776210, 0.819036)
F (0.948809, -0.132652, 0.654968)
F (1.434149, 2.002998, -0.060973)
F (0.827522, 0.453605, -1.515772)
C (-2.727016, 2.485292, 5.738518)
C (-3.919349, 1.493336, 5.279364)
N (-3.772380, 0.175891, 5.875484)
C (-3.803844, 0.029614, 7.352946)
C (-5.066163, 0.656038, 8.035237)
C (-2.502871, -0.490832, 5.454898)
C (-2.443699, -2.009399, 5.634161)
H (-1.860366, 2.410157, 5.081730)
H (-2.451717, 2.347084, 6.784094)
H (-3.046682, 3.523042, 5.643763)
H (-4.924547, 1.913094, 5.317356)
H (-3.859578, 1.422556, 4.193313)
H (-3.929677, -1.045318, 7.482452)
H (-2.867717, 0.324754, 7.826914)
H (-5.908524, 0.400828, 7.392294)
H (-5.289739, 0.291126, 9.037716)
H (-5.111334, 1.745087, 8.030680)
H (-1.627191, -0.041269, 5.923065)
H (-2.387508, -0.313630, 4.385590)
H (-2.185417, -2.215791, 6.672805)
H (-1.691343, -2.482422, 5.003040)
H (-3.400820, -2.500403, 5.458260)
C (2.445046, -1.041069, -6.475895)
C (1.693731, -2.116497, -5.785978)
N (0.231234, -1.881902, -5.896263)
C (-0.237612, -1.822923, -7.287007)
C (-0.089845, -3.019819, -8.210651)
C (-0.481266, -3.046659, -5.272856)
C (0.128419, -3.550491, -3.978204)
H (2.360198, -1.138334, -7.558233)
H (3.485218, -1.231954, -6.211887)
H (2.273280, -0.036800, -6.088557)
H (1.952567, -3.092166, -6.197282)
H (1.987744, -1.979264, -4.745396)
H (0.368045, -1.032327, -7.729991)
H (-1.240510, -1.405594, -7.377084)
H (-0.360489, -2.793102, -9.241890)
H (-0.760875, -3.840993, -7.958645)
H (0.934800, -3.385591, -8.144284)
H (-1.486852, -2.678947, -5.068691)
H (-0.539515, -3.961622, -5.862391)
H (1.122150, -3.959547, -4.160603)
H (0.073022, -2.735152, -3.256921)
H (-0.410785, -4.430150, -3.626688)
C (-5.218994, 1.044300, -5.213912)
C (-4.924014, 0.221576, -3.908888)
N (-3.761625, 0.683784, -3.157586)
C (-4.081349, 2.058079, -2.739421)
C (-3.080075, 2.673953, -1.806903)
C (-3.706417, -0.217428, -1.982955)
C (-4.855266, -0.274615, -0.996788)
H (-5.423450, 2.105851, -5.074583)
H (-6.082778, 0.594344, -5.703315)
H (-4.463132, 0.921026, -5.989527)
H (-5.779268, 0.254012, -3.233922)
H (-4.833231, -0.825581, -4.197549)
H (-4.033929, 2.761145, -3.571015)
H (-5.123970, 2.156726, -2.437232)
H (-3.232208, 3.738401, -1.628252)
H (-3.138259, 2.217608, -0.818747)
H (-2.045322, 2.573848, -2.134551)
H (-2.841731, -0.036741, -1.344387)
H (-3.593735, -1.276523, -2.214726)
H (-5.862128, -0.109460, -1.380263)
H (-4.698565, 0.567378, -0.322549)
H (-5.023464, -1.134005, -0.347727)
C (5.452576, -0.005500, 5.082140)
C (4.046624, 0.053293, 5.694143)
O (4.054490, -0.464402, 6.943517)
S (5.546797, -1.000482, 7.422296)
O (5.718895, -2.435614, 7.095397)
O (6.044198, -0.457837, 8.706510)
O (6.242372, -0.088738, 6.252206)
H (5.593259, 0.949348, 4.575622)
H (5.642091, -0.863860, 4.437614)
H (3.360498, -0.383105, 4.968263)
H (3.799090, 1.110190, 5.793114)
C (3.839642, 6.071918, 0.013052)
C (4.958003, 5.256149, 0.718616)
O (6.081387, 6.179168, 0.754604)
S (5.992206, 7.234392, -0.558608)
O (6.485347, 6.621946, -1.776441)
O (6.547267, 8.522562, -0.215083)
O (4.357433, 7.273342, -0.548357)
H (2.963057, 6.180623, 0.651719)
H (3.515173, 5.493179, -0.851754)
H (5.284173, 4.364508, 0.183176)
H (4.685966, 5.008735, 1.744715)
C (2.851623, -4.564164, 2.663630)
C (2.785062, -5.810305, 1.670492)
O (3.127390, -7.002548, 2.287071)
S (3.854571, -6.663761, 3.725407)
O (5.303398, -6.346573, 3.601514)
O (3.477567, -7.706210, 4.728198)
O (2.935971, -5.256378, 3.914179)
H (1.947781, -3.963059, 2.762833)
H (3.698471, -3.904058, 2.476006)
H (3.457084, -5.516611, 0.864136)
H (1.815531, -6.033725, 1.225287)

Forces on the atoms, in the same order (eV/Å):
Cd 0.56 1.71 -0.69
S -0.64 3.37 -2.58
O 2.97 -1.03 3.08
O 0.97 -2.04 0.25
O -3.04 -2.16 -1.90
O -0.94 -0.51 1.97
P -0.09 -1.02 -0.66
F -0.47 -0.97 0.41
F 1.10 0.81 0.08
F 0.17 -0.88 -0.30
F -0.07 0.41 0.66
F -0.67 1.55 0.63
F -0.16 -0.04 -0.99
C -1.65 0.00 -0.62
C 1.98 0.98 0.22
N 0.62 -1.05 0.40
C -1.79 0.28 -0.11
C 0.21 0.06 -1.23
C -0.73 0.11 -1.31
C -0.27 0.16 0.94
H 0.03 -0.38 0.18
H 0.05 -0.20 -0.09
H -0.15 0.09 0.02
H -0.03 0.02 1.17
H 0.47 -0.52 -0.12
H 0.28 -0.02 0.27
H 0.18 0.24 0.13
H -0.17 -0.33 0.06
H 0.36 -0.07 -0.05
H 0.50 0.11 0.21
H 0.14 0.16 0.26
H -0.08 0.26 -0.10
H 0.11 -0.30 0.02
H 0.03 0.23 -0.04
H -0.09 0.17 -0.22
C 1.44 -0.05 -0.52
C -0.83 1.27 0.19
N -0.84 -1.97 0.65
C 0.50 1.74 -1.21
C -0.13 -0.72 0.52
C -0.13 0.14 0.92
C -0.17 0.14 -0.09
H 0.09 0.53 0.01
H 0.27 0.07 -0.29
H -0.49 0.03 -0.28
H 0.13 -0.21 0.26
H -0.33 -0.76 0.12
H -0.12 0.14 -0.14
H -0.26 -0.23 0.56
H 0.33 0.43 0.06
H 0.07 -0.09 0.22
H 0.00 -0.16 -0.36
H -0.26 -0.30 -0.15
H -0.01 0.41 -0.86
H 0.18 0.52 0.30
H 0.56 -0.33 0.45
H -0.45 0.26 0.14
C -0.14 -0.93 0.30
C -0.45 0.69 -1.92
N -0.47 -0.64 0.62
C 0.82 1.39 -0.81
C 0.23 -0.27 1.51
C 0.78 -1.55 1.15
C -1.44 1.89 0.94
H 0.09 -0.18 0.13
H -0.36 0.06 0.25
H 0.51 0.20 0.35
H -0.32 0.18 -0.30
H 0.39 -0.07 0.04
H -0.01 -0.61 -0.70
H -0.12 -0.26 0.65
H -0.26 0.00 -0.33
H 0.18 -0.07 0.18
H -0.03 -0.13 -0.27
H 0.32 0.44 -0.44
H 0.40 0.10 -1.28
H 0.07 0.04 -0.41
H -0.29 0.06 0.35
H 0.92 -0.40 -0.34
C -0.70 -0.19 0.61
C -0.08 1.83 -3.03
O 0.61 -2.36 3.46
S 1.85 -0.32 -0.61
O -0.82 3.49 1.03
O -2.02 -1.42 -3.20
O 1.21 -0.44 1.17
H 0.61 -0.28 0.01
H -0.07 0.07 -0.02
H -0.38 -0.43 0.56
H -0.23 0.06 -0.03
C -0.47 -2.06 -1.09
C 0.53 1.14 -0.31
O 0.11 1.22 -1.36
S 0.34 -0.38 0.18
O -0.96 0.29 1.78
O -1.05 -1.68 0.13
O 1.53 0.52 0.66
H 0.29 0.86 0.01
H -0.24 -0.17 0.11
H -0.33 0.05 -0.08
H 0.21 0.11 -0.08
C -0.62 -1.80 0.21
C -0.69 2.47 -1.89
O 1.77 -0.42 2.29
S 0.92 -0.87 2.13
O -3.96 -0.50 -0.22
O 0.65 3.31 -3.12
O 1.76 -1.58 0.92
H -0.02 -0.21 -0.44
H 0.14 -0.30 0.06
H 0.22 -0.61 -0.16
H -0.16 0.59 0.18


Record 3
ORCA calculation (ωB97M-V with the def2-TZVPD basis set) on a molecular structure, C3H7Cl2F at a distorted geometry.

Calculated values
**Molecular weight**: 132.99 g/mol
**E_LUMO**: 0.03241 Eh
**Charge**: 0
**E**: -30982.876 eV
**Energy relative to the best compared isomer or geometry (same formula, charge and spin)**: 79.3 kcal per mole
**HOMO-LUMO gap**: 0.367 hartree

CARTESIAN COORDINATES (ANGSTROEM)
C (1.458537, 0.177492, 0.187760)
C (1.025508, -1.189477, -0.292088)
C (-2.002594, 0.906052, 0.162646)
H (1.098234, 0.954041, -0.491831)
H (2.551325, 0.236759, 0.233552)
H (1.058235, 0.377067, 1.185483)
H (1.410264, -1.400197, -1.296659)
H (1.371458, -1.978928, 0.385099)
H (-2.734061, 1.589884, -0.262803)
H (-1.953909, 1.017224, 1.244883)
F (-0.360235, -1.246786, -0.343781)
Cl (-0.414430, 1.304504, -0.507056)
Cl (-2.508338, -0.747631, -0.205207)

Forces on the atoms, in the same order (eV/Å):
C 3.43 -1.02 0.45
C 0.83 0.01 -0.08
C -1.04 0.46 -0.28
H 4.30 -1.42 0.62
H 0.17 -0.51 0.22
H 0.14 0.13 -0.20
H -0.11 0.02 0.10
H -0.08 0.11 -0.08
H -0.07 -0.18 0.16
H 0.12 -0.01 -0.18
F 2.58 -1.43 -0.08
Cl -7.32 2.96 -0.83
Cl -2.93 0.89 0.18